# 1
Computed, not measured: a cluster of 9 separate species, C39H80O26PS8 in total, with ωB97M-V/def2-TZVPD.

Geometry as XYZ:
```
154
Properties=species:S:1:pos:R:3
C -6.50547 7.68238 -3.62752
C -6.05191 6.86708 -5.00937
C -5.56444 7.85136 -6.26411
C -5.05304 7.20069 -7.67937
C -5.02947 5.56185 -7.84718
C -5.51641 4.61004 -6.59196
C -6.04203 5.20607 -5.12561
C -6.48669 4.26905 -3.84705
P -5.13798 2.94432 -3.37608
O -4.51155 3.33111 -1.79773
C -3.04498 3.22795 -1.73403
O -2.54875 2.12917 -1.11135
C -1.99154 4.38481 -2.32138
C -0.46319 4.61360 -1.69592
C 0.48002 5.83326 -2.33214
C 0.00182 6.81902 -3.55577
C -1.48432 6.57416 -4.20342
C -2.40873 5.37746 -3.56906
H -5.54030 7.92493 -2.97112
H -6.98600 8.72771 -3.89646
H -7.25167 7.06156 -2.96808
H -5.54869 9.02606 -6.14092
H -4.69861 7.90779 -8.56993
H -4.63043 5.07773 -8.85962
H -5.46956 3.43283 -6.74226
H -6.52758 4.98958 -2.89682
H -7.53135 3.78840 -4.07950
H -4.03459 2.92925 -4.34221
H -5.75140 1.64315 -3.45078
H -0.07963 3.92101 -0.82788
H 1.56452 6.04486 -1.88180
H 0.64980 7.69214 -4.02723
H -1.94151 7.22175 -5.07541
H -3.46957 5.20701 -4.04608
O -0.72149 0.50221 3.32084
S 0.13656 -0.41184 2.59895
O 1.18526 0.05293 1.71520
O -0.78849 -1.48504 1.79349
C -1.78708 -0.99514 0.91008
C -1.18435 -0.51523 -0.39682
C 0.84794 -1.55532 3.75619
H -2.37649 -0.20593 1.38855
H -2.46843 -1.82734 0.70443
H -0.56697 0.37457 -0.24169
H -1.96883 -0.26038 -1.11484
H -0.53857 -1.28464 -0.83184
H 0.05729 -1.94864 4.39658
H 1.58280 -1.01429 4.35595
H 1.33834 -2.35864 3.20338
O -2.04206 -5.36286 4.93679
S -3.10621 -4.89366 4.07639
O -4.49765 -4.94948 4.47333
O -2.95197 -5.59155 2.61167
C -2.88882 -7.00855 2.53597
C -4.26056 -7.63457 2.70341
C -2.73611 -3.23207 3.57148
H -2.17920 -7.40603 3.26920
H -2.50120 -7.25888 1.54290
H -4.64137 -7.48155 3.71758
H -4.22040 -8.71142 2.51716
H -4.98094 -7.18004 2.01586
H -1.70277 -3.18944 3.22462
H -2.86905 -2.57949 4.43688
H -3.42663 -2.94173 2.77756
O 3.39944 3.95196 8.06453
S 4.25749 3.03792 7.34265
O 5.30619 3.50268 6.45890
O 3.33245 1.96471 6.53719
C 2.33385 2.45461 5.65378
C 2.93658 2.93453 4.34687
C 4.96887 1.89444 8.49989
H 1.74444 3.24382 6.13225
H 1.65250 1.62241 5.44812
H 3.55397 3.82433 4.50200
H 2.15210 3.18937 3.62886
H 3.58236 2.16511 3.91186
H 4.17823 1.50111 9.14028
H 5.70373 2.43547 9.09965
H 5.45927 1.09111 7.94708
O -2.42542 -7.58452 -1.16979
S -2.58107 -7.70661 -2.60287
O -2.37861 -8.96258 -3.29450
O -1.68695 -6.55692 -3.33430
C -0.30287 -6.47241 -3.02646
C 0.48967 -7.55583 -3.73334
C -4.17569 -7.07060 -3.05619
H -0.14243 -6.50601 -1.94372
H 0.04290 -5.49320 -3.37387
H 0.23432 -8.54635 -3.34520
H 1.56355 -7.40491 -3.59227
H 0.26785 -7.56189 -4.80527
H -4.31875 -6.10056 -2.57819
H -4.93180 -7.77671 -2.70671
H -4.22475 -6.98124 -4.14294
O 5.00482 4.59210 -2.64354
S 4.53559 3.44489 -3.38958
O 3.12795 3.20990 -3.63475
O 5.18804 2.09392 -2.75284
C 5.01578 1.84340 -1.36534
C 3.62153 1.32687 -1.06394
C 5.38943 3.39256 -4.94555
H 5.24281 2.73884 -0.77726
H 5.74787 1.07882 -1.08502
H 2.86820 2.09884 -1.24701
H 3.54047 1.01786 -0.01806
H 3.37544 0.47628 -1.70753
H 6.45797 3.52058 -4.76736
H 5.01148 4.20871 -5.56483
H 5.18619 2.43493 -5.42830
O -9.16004 -2.63194 2.93718
S -8.45708 -2.40269 4.18062
O -9.13682 -1.95082 5.37667
O -7.18611 -1.42196 3.89945
C -7.41750 -0.17304 3.26365
C -8.00200 0.84088 4.22902
C -7.52806 -3.86114 4.58393
H -8.05703 -0.29721 2.38345
H -6.44716 0.19006 2.90911
H -9.01276 0.55506 4.53502
H -8.05689 1.83000 3.76586
H -7.39545 0.90553 5.13797
H -6.97340 -4.18274 3.70141
H -8.23400 -4.63707 4.88728
H -6.85070 -3.63201 5.40861
O 9.92636 -0.25312 9.52714
S 9.10761 -0.36817 8.34002
O 7.68077 -0.60500 8.40950
O 9.77254 -1.47071 7.34076
C 10.04021 -2.77174 7.84403
C 8.77374 -3.60179 7.93709
C 9.38775 1.05643 7.31783
H 10.55075 -2.71723 8.81127
H 10.73000 -3.25087 7.14137
H 8.09700 -3.20241 8.69833
H 9.00729 -4.63654 8.20291
H 8.23220 -3.59117 6.98583
H 10.46242 1.21549 7.21928
H 8.92378 1.91681 7.80458
H 8.92706 0.88799 6.34274
O 5.45095 0.61388 -6.82915
S 4.81360 -0.68373 -6.88278
O 5.53911 -1.90872 -6.61856
O 4.03407 -0.83439 -8.30611
C 4.76412 -0.62938 -9.50718
C 5.63093 -1.82890 -9.84094
C 3.37462 -0.65200 -5.84300
H 5.36071 0.28702 -9.44816
H 4.03020 -0.48591 -10.30711
H 6.43466 -1.94911 -9.10845
H 6.08828 -1.71395 -10.82761
H 5.04023 -2.75039 -9.82649
H 2.79485 0.24411 -6.06835
H 3.71012 -0.63089 -4.80404
H 2.78671 -1.55339 -6.02542
```

Summary:
* total energy: -190916.842 eV
* LUMO: -4.5 eV
* net charge: +1
* highest occupied orbital energy: -11.605 eV

Löwdin population analysis, charges in e, atoms 1 to 8:
1 C -0.11
2 C -0.12
3 C -0.02
4 C -0.05
5 C -0.05
6 C -0.05
7 C -0.20
8 C -0.27

=====

# 2
Computed, not measured: a cluster of 6 separate species, C39H81N3O6 in total, with ωB97M-V/def2-TZVPD.

Geometry as XYZ:
```
129
Properties=species:S:1:pos:R:3
C 2.84831 0.25889 1.28074
C 2.81809 -0.66524 2.56140
C 1.80859 -1.85754 2.38299
C 2.34372 -3.07229 1.59579
N 1.42627 -4.08742 1.02876
C 0.29187 -4.54639 1.92245
C -0.88571 -3.72720 1.43035
C -0.71336 -3.77712 -0.05540
C 0.72203 -3.37243 -0.09765
C 2.41090 -5.18680 0.60685
C 1.79745 -6.27214 -0.27332
C 2.77788 -7.21418 -0.94684
H 3.20656 -0.33184 0.45045
H 3.67336 0.93881 1.25225
H 1.90886 0.67384 0.91125
H 2.55713 -0.12856 3.41328
H 3.71689 -1.07634 2.92001
H 0.94704 -1.40192 1.90433
H 1.27194 -2.14334 3.31515
H 3.03939 -3.61572 2.22877
H 3.05330 -2.78160 0.85097
H 0.00229 -5.62213 1.83891
H 0.37557 -4.39800 3.00767
H -1.88960 -4.18512 1.78338
H -0.81000 -2.75193 1.73106
H -0.69907 -4.78305 -0.50325
H -1.33738 -3.08699 -0.62030
H 1.30474 -3.60757 -0.98818
H 0.74030 -2.29522 -0.02853
H 2.77498 -5.69468 1.51426
H 3.32543 -4.83376 0.11154
H 1.09740 -5.94360 -0.99909
H 1.13979 -6.89900 0.30993
H 3.37778 -7.90581 -0.27529
H 3.64054 -6.62235 -1.37563
H 2.49293 -7.79846 -1.78554
C -0.58898 0.23485 4.41496
C -0.34106 1.17080 3.28817
C -1.49893 2.07151 2.88220
C -1.05643 2.85009 1.67852
N -2.18470 3.65290 1.03051
C -2.70816 4.66302 1.95811
C -4.15548 4.98187 1.41951
C -4.49598 3.82389 0.50301
C -3.40736 2.85680 0.74830
C -1.64720 4.37563 -0.13911
C -1.14174 3.47985 -1.28098
C -1.85672 3.77377 -2.63152
H -1.27048 -0.58165 4.23082
H -0.95700 0.71991 5.32262
H 0.39168 -0.18888 4.82328
H -0.02058 0.52021 2.47512
H 0.53649 1.80398 3.48223
H -1.81909 2.71925 3.76672
H -2.32610 1.34416 2.73117
H -0.64804 2.20313 0.99621
H -0.27826 3.50119 1.92560
H -2.10737 5.53464 2.16199
H -2.90809 4.22768 2.89787
H -4.17059 5.90828 0.78903
H -4.85314 5.04454 2.23358
H -4.43746 4.22081 -0.50353
H -5.46525 3.39102 0.84751
H -3.20531 2.17352 -0.04650
H -3.74789 2.35496 1.60315
H -0.75730 5.05086 0.22018
H -2.38097 5.15938 -0.55677
H -1.25020 2.47443 -0.94267
H -0.13005 3.73180 -1.52673
H -2.88448 3.75721 -2.45346
H -1.61298 3.20598 -3.46727
H -1.60627 4.82479 -2.83651
C 5.74826 0.78626 -6.36926
C 4.22330 0.80376 -6.34342
C 3.76916 0.41090 -4.89861
C 2.32244 0.92043 -4.58030
N 1.77039 0.46623 -3.23671
C 0.31533 0.96129 -3.24472
C -0.56831 -0.02983 -3.96599
C 0.22194 -1.38424 -3.79345
C 1.53640 -0.94316 -3.12712
C 2.43464 1.04135 -2.03901
C 2.69143 2.52719 -2.07240
C 3.34204 3.12772 -0.88334
H 6.06876 -0.08685 -5.85475
H 6.02437 1.71714 -5.98409
H 6.10417 0.67110 -7.37419
H 3.93728 0.05446 -7.08328
H 3.89620 1.85594 -6.40401
H 4.37441 0.97879 -4.12990
H 3.88852 -0.63884 -4.76486
H 1.61148 0.62172 -5.32870
H 2.19205 1.98481 -4.71830
H -0.21504 0.97745 -2.28568
H 0.27818 1.96857 -3.71711
H -1.55603 -0.15450 -3.62069
H -0.67199 0.11212 -4.99761
H -0.39249 -2.02718 -3.13262
H 0.42820 -1.85856 -4.71374
H 1.47338 -1.26210 -2.08123
H 2.36666 -1.48415 -3.48438
H 3.31704 0.49150 -1.86774
H 1.78712 0.88474 -1.06309
H 1.80229 3.08600 -2.23977
H 3.23516 2.72568 -3.00134
H 3.74834 4.08810 -1.17606
H 4.29239 2.45706 -0.66740
H 2.63771 3.31274 -0.11054
C -3.18789 -3.15091 3.94487
C -1.91134 -3.84904 4.54533
O -1.07873 -3.02243 4.99709
O -1.74198 -5.09708 4.47644
H -3.63839 -2.62317 4.75522
H -3.94556 -3.83269 3.56808
H -2.94665 -2.41392 3.19738
C -5.68892 1.92503 3.47152
C -5.21192 3.19963 4.19671
O -5.89221 4.21140 4.17320
O -4.12068 3.15591 4.73475
H -6.40007 1.33305 4.05014
H -4.94352 1.13839 3.40431
H -6.23246 2.13843 2.52060
C -2.50729 -0.59504 1.09199
C -1.71900 -0.31681 -0.20987
O -2.40874 -0.47344 -1.17167
O -0.49413 -0.07443 -0.18652
H -2.83678 -1.65970 1.24996
H -3.25980 0.12324 1.17795
H -1.83386 -0.50205 1.91906
```

Summary:
* total energy: -58504.516 eV
* LUMO: -0.8 eV
* net charge: 0
* highest occupied orbital energy: -6.364 eV

Löwdin population analysis, charges in e, atoms 1 to 8:
1 C -0.08
2 C -0.17
3 C -0.14
4 C -0.14
5 N -0.16
6 C -0.06
7 C -0.15
8 C -0.13

=====

# 3
Computed, not measured: a structure of composition C39H83AsF6N7OP, with ωB97M-V/def2-TZVPD.

Geometry as XYZ:
```
138
Properties=species:S:1:pos:R:3
As 0.74257 1.89667 -0.34301
F 1.21574 2.74709 -1.78625
F 2.40665 1.52549 0.09716
F 0.30690 0.86950 0.99516
F -0.96691 2.17247 -0.70140
F 0.58508 0.44676 -1.34986
F 0.78863 3.26541 0.77034
C 4.40115 4.56524 1.82487
N 4.18863 4.08475 3.24192
C 3.14901 3.00122 3.26459
C 5.50876 3.57923 3.76712
C 3.71195 5.27245 4.03279
C 3.31950 5.05256 5.49688
O 2.12914 4.28032 5.58495
H 4.81760 3.71617 1.29058
H 4.99153 5.47550 1.78818
H 3.41856 4.79134 1.41213
H 2.19105 3.33848 2.88258
H 3.04016 2.57611 4.25572
H 3.56891 2.24008 2.60525
H 6.14210 4.46247 3.71078
H 5.89100 2.81075 3.10171
H 5.40508 3.20996 4.78174
H 2.85075 5.69825 3.51579
H 4.50062 6.01990 3.94591
H 3.14494 6.04667 5.91277
H 4.13338 4.58433 6.05637
H 1.87534 4.23827 6.51438
C -3.31267 0.81647 1.07922
C -4.26802 1.46663 0.07825
N -5.61741 0.90370 0.15364
C -6.01400 -0.34207 -0.23086
C -7.34353 -0.45999 -0.00596
N -7.73602 0.73131 0.57792
C -6.69893 1.56785 0.59463
C -9.12025 1.02779 0.97897
H -2.28847 1.18512 1.08610
H -3.24018 -0.25231 0.86374
H -3.72735 0.88120 2.08770
H -3.93656 1.43364 -0.95935
H -4.37584 2.53655 0.26400
H -5.33368 -1.07607 -0.62714
H -8.05366 -1.25145 -0.16774
H -6.72552 2.57133 0.98347
H -9.33147 2.07777 0.79757
H -9.26177 0.84472 2.04351
H -9.79548 0.36703 0.44517
C -1.92372 5.43863 2.67675
C -2.23946 3.92348 2.67488
N -1.64983 3.25379 3.82559
C -2.07031 3.25046 5.13035
C -1.32613 2.32099 5.81316
N -0.39321 1.84166 4.91225
C -0.57368 2.46939 3.75985
C 0.56739 0.77630 5.22944
H -2.65769 5.86534 3.36352
H -1.99044 5.78890 1.65201
H -0.98313 5.72053 3.14748
H -1.89194 3.43650 1.76583
H -3.31614 3.78044 2.76015
H -2.84132 3.94558 5.42123
H -1.35489 1.94456 6.82084
H -0.07426 2.21564 2.83641
H 1.35243 1.24239 5.82633
H 1.12261 0.51230 4.32860
H 0.12585 -0.09390 5.69655
C -1.53524 2.00122 -9.21719
C -0.96032 3.01101 -8.25474
N -0.77362 2.50575 -6.87362
C -0.07375 3.14891 -5.86643
C -0.02747 2.31407 -4.80927
N -0.81462 1.21194 -5.08815
C -1.24509 1.38351 -6.35738
C -0.97299 -0.01861 -4.32378
H -1.03566 1.02842 -9.19200
H -1.45068 2.32179 -10.25148
H -2.57069 1.78320 -8.94611
H -1.59125 3.89124 -8.14684
H 0.02153 3.31440 -8.61663
H 0.36519 4.11301 -6.05802
H 0.38571 2.40884 -3.81613
H -1.73981 0.63383 -6.95433
H -2.00884 -0.35054 -4.31842
H -0.59777 0.09765 -3.31217
H -0.40366 -0.77601 -4.86444
C 4.23474 -1.87308 2.03249
C 4.62730 -1.81398 0.54157
C 3.45198 -2.01038 -0.42628
C 3.04080 -3.49379 -0.56004
P 1.28651 -3.70380 -1.01582
C 1.12614 -2.98375 -2.70371
C 2.26243 -3.24081 -3.71779
C 2.41013 -4.65601 -4.30804
C 1.14953 -5.32951 -4.82414
C 0.86175 -5.48592 -1.01556
C -0.59958 -5.80229 -1.38728
C -0.82165 -7.28630 -1.26862
C -0.26612 -8.09536 -2.46153
C 0.16322 -2.73050 0.03215
C 0.17870 -3.22029 1.48732
C -0.52803 -2.13243 2.31347
C -0.60428 -2.44175 3.81060
H 3.94610 -0.90981 2.47026
H 5.02912 -2.16174 2.72355
H 3.36912 -2.51129 2.24142
H 5.47433 -2.43582 0.26216
H 4.93375 -0.76676 0.49246
H 3.74123 -1.55222 -1.36880
H 2.58844 -1.50796 0.01748
H 3.32614 -4.16024 0.25654
H 3.54268 -3.96533 -1.41401
H 1.16578 -1.92835 -2.40166
H 0.11838 -3.15396 -3.08260
H 3.21527 -2.91277 -3.30250
H 2.09846 -2.54102 -4.54424
H 2.80788 -5.22882 -3.46108
H 3.17996 -4.59477 -5.07532
H 0.33252 -5.16806 -4.11308
H 1.17962 -6.41339 -4.93277
H 0.88647 -4.94689 -5.81139
H 0.95760 -5.68267 0.05833
H 1.64187 -5.97663 -1.59571
H -0.84695 -5.42765 -2.38324
H -1.20128 -5.25610 -0.65240
H -1.86919 -7.58582 -1.19793
H -0.35980 -7.62345 -0.33696
H -0.59238 -7.73978 -3.43761
H -0.65234 -9.10780 -2.35022
H 0.82261 -8.13514 -2.40897
H -0.80619 -2.93801 -0.43768
H 0.29933 -1.65598 -0.06900
H 1.20547 -3.32240 1.85944
H -0.20080 -4.22814 1.66680
H -1.55508 -1.98710 1.96727
H -0.01794 -1.17339 2.20027
H -1.21401 -3.34073 3.91832
H -1.02031 -1.62071 4.39174
H 0.37047 -2.69262 4.23625
```

Summary:
* energy above the lowest of the compared OMol25 structures with the same formula, charge and spin: 0.0 kcal per mole
* total energy: -140672.100 eV
* LUMO: -7.4 eV
* net charge: +4
* highest occupied orbital energy: -17.855 eV

Löwdin population analysis, charges in e, atoms 1 to 8:
1 As 0.80
2 F -0.23
3 F -0.26
4 F -0.28
5 F -0.27
6 F -0.28
7 F -0.26
8 C 0.03

=====

These records have max |F| values of 9.412 4.812 1.929 eV/Å, in the order they appear.
These records have Kohn-Sham gap values of 7.12 5.59 10.45 eV, in the order they appear.